2 unconnected molecules or ions with the total composition C11H12BrF3N2O7 at a distorted geometry. Source: the OMol25 dataset; level of theory: ωB97M-V with the def2-TZVPD basis set.

Geometry as ORCA input:
```
! RIJCOSX wB97M-V def2-TZVPD def2/J DEFGRID3
* xyz 0 1
C -0.59199 -2.37283 -0.17220
C 0.54088 -1.22442 -0.46439
C 0.50268 0.13258 0.51224
C -0.57088 0.33673 1.74485
C -2.14762 0.26933 1.29779
O -2.27131 0.77660 -0.09077
C -3.65391 0.59540 -0.56961
C -4.52631 2.01047 -0.48034
F -5.95970 1.65799 -0.29602
F -4.39778 2.80706 -1.73989
F -4.04595 2.85776 0.64915
C 1.64244 1.31472 0.23238
C 1.77447 2.71037 1.08530
O 2.97373 3.19086 1.51505
O 0.59586 3.53984 1.38179
C 2.74163 1.07020 -0.97454
O 3.80612 2.08343 -1.23048
C 2.67679 -0.31379 -1.85157
N 1.59174 -1.36776 -1.57676
Br 1.66628 -2.88690 -2.73361
H -1.68291 -1.96683 -0.41094
H -0.43785 -3.38356 -0.74127
H -0.55938 -2.63209 0.98535
H -0.34457 -0.53952 2.51920
H -0.42786 1.33567 2.35046
H -2.81823 0.85574 2.05684
H -2.46240 -0.88033 1.36389
H -4.27318 -0.21483 0.00458
H -3.56670 0.30379 -1.72251
H -0.00337 3.41286 0.56604
H 4.58164 1.74855 -0.65586
H 3.48648 -0.45495 -2.71531
N 4.04025 -3.69305 0.04030
O 4.89856 -2.93766 -0.44536
O 3.79298 -4.78248 -0.50268
O 3.42942 -3.35895 1.06893
*
```

Output
orbital gap = 4.2 eV